Density functional theory data (the ωB97M-V functional and the def2-TZVPD basis) for a 12-piece molecular cluster, C45H125N11O12 overall in a non-equilibrium geometry.

Structure (XYZ):
```
193
Properties=species:S:1:pos:R:3:lowdin_charge:R:1
C 4.33468 -0.23254 -1.70365 -0.048
C 5.22054 -1.41593 -2.19088 -0.388
C 6.55416 -1.45265 -1.38692 -0.213
O 7.40987 -2.49465 -1.72780 -0.189
C 8.46505 -2.71623 -0.80132 -0.091
N 4.43414 -2.59506 -2.02659 0.047
H 4.95057 0.66391 -1.77547 0.063
H 3.88095 -0.42368 -0.73118 0.057
H 3.42922 -0.12392 -2.30069 0.069
H 5.42426 -1.23140 -3.24565 0.126
H 6.25149 -1.47627 -0.34005 0.115
H 7.06180 -0.49032 -1.45267 0.123
H 9.10403 -1.85138 -0.97975 0.089
H 9.00801 -3.59459 -1.15028 0.093
H 8.08631 -2.76537 0.21958 0.079
H 3.78480 -2.56568 -2.79963 0.055
H 4.98009 -3.43124 -2.17766 0.088
C 2.68814 -5.11723 0.24754 -0.039
C 3.59754 -4.08186 0.98193 -0.386
C 5.10332 -4.26554 0.71485 -0.153
O 5.70815 -5.55100 1.10458 -0.208
C 7.11361 -5.51601 0.97045 -0.116
N 3.24088 -2.71934 0.61322 0.029
H 1.64698 -5.15160 0.56833 0.071
H 3.09770 -6.09543 0.49949 0.073
H 2.72757 -5.14418 -0.84141 0.047
H 3.23740 -4.14363 2.00886 0.133
H 5.66321 -3.52648 1.28793 0.111
H 5.43297 -4.12632 -0.31474 0.095
H 7.58280 -6.49919 1.00662 0.089
H 7.46266 -4.87765 1.78209 0.089
H 7.25982 -5.13893 -0.04174 0.070
H 3.74204 -2.05057 1.18039 0.066
H 3.58238 -2.69997 -0.33710 0.006
C -5.68526 1.94807 2.55791 -0.053
C -6.72429 2.78239 3.31055 -0.380
C -7.40838 2.24447 4.57319 -0.163
O -8.37543 3.17211 5.14503 -0.192
C -8.88415 2.70285 6.36858 -0.124
N -5.97745 4.00945 3.63874 0.026
H -4.86893 1.61790 3.20032 0.048
H -5.30058 2.51214 1.70823 0.086
H -6.19923 1.06631 2.17523 0.073
H -7.46451 3.14050 2.59504 0.136
H -6.65890 2.13284 5.35672 0.089
H -7.84886 1.25280 4.46991 0.123
H -9.77211 3.24999 6.68525 0.089
H -8.11792 2.77174 7.14075 0.077
H -9.13825 1.64489 6.30352 0.083
H -6.58672 4.67591 4.09121 0.079
H -5.24256 3.76541 4.28719 0.018
C -5.63862 3.90655 -4.29896 -0.074
C -4.35119 3.57600 -5.09391 -0.393
C -4.10706 1.99092 -5.07495 -0.125
O -3.65751 1.56844 -3.70434 -0.195
C -3.36300 0.19203 -3.62884 -0.133
N -4.38450 4.12324 -6.48226 0.018
H -5.67324 3.50754 -3.28521 0.074
H -6.49617 3.58114 -4.88787 0.073
H -5.72072 4.98622 -4.17374 0.068
H -3.50650 4.08335 -4.62787 0.126
H -3.36580 1.80864 -5.85303 0.096
H -5.05053 1.51688 -5.34562 0.115
H -2.53453 -0.12971 -4.25988 0.066
H -4.21289 -0.47077 -3.79160 0.087
H -3.04313 0.01233 -2.60244 0.073
H -4.81714 5.03560 -6.45975 0.058
H -5.06941 3.68864 -7.08401 0.059
C 4.39083 3.92367 5.16401 -0.067
C 4.30061 3.28294 3.75096 -0.404
C 3.86592 1.76970 3.72451 -0.141
O 2.41493 1.61619 3.91902 -0.203
C 2.00525 0.24879 3.85557 -0.113
N 3.42050 4.09382 2.88490 0.055
H 4.66565 4.97446 5.07232 0.072
H 5.05661 3.47093 5.89877 0.066
H 3.42974 3.80811 5.66506 0.069
H 5.32313 3.36331 3.38206 0.104
H 4.44672 1.35323 4.54751 0.119
H 4.14630 1.39975 2.73829 0.108
H 0.91968 0.16731 3.80078 0.071
H 2.15344 -0.37776 4.73510 0.081
H 2.52144 -0.21707 3.01615 0.070
H 2.48615 3.84136 3.17362 0.055
H 3.37642 3.71141 1.95114 -0.002
C 2.25966 -5.99471 -3.56906 -0.045
C 1.35240 -4.73406 -3.40229 -0.440
C 1.66204 -3.56887 -4.33914 -0.201
O 3.02379 -3.20772 -4.40130 -0.213
C 3.33643 -2.27665 -5.39442 -0.106
N -0.02873 -5.20160 -3.51998 0.055
H 3.31377 -5.76267 -3.41700 0.069
H 2.06274 -6.38620 -4.56709 0.076
H 1.94488 -6.73320 -2.83174 0.075
H 1.48230 -4.34356 -2.39297 0.099
H 1.06812 -2.71035 -4.02564 0.109
H 1.23525 -3.76385 -5.32299 0.124
H 4.41324 -2.11744 -5.33770 0.091
H 2.90135 -1.29513 -5.20621 0.086
H 3.16319 -2.63803 -6.40807 0.090
H -0.19234 -5.32369 -4.50913 0.070
H -0.61564 -4.44855 -3.19047 0.056
C -6.21998 -3.51968 0.62339 -0.050
C -4.82693 -2.88967 0.85708 -0.424
C -3.80154 -4.00559 1.23488 -0.204
O -4.19559 -4.66891 2.42263 -0.176
C -3.77678 -6.00721 2.48146 -0.119
N -4.37370 -2.09734 -0.28684 0.054
H -6.14614 -4.29174 -0.14249 0.078
H -6.91957 -2.76763 0.25857 0.066
H -6.78862 -3.94573 1.44997 0.074
H -4.81672 -2.18268 1.68663 0.106
H -2.79895 -3.57799 1.22610 0.103
H -3.77563 -4.66630 0.36834 0.119
H -4.00333 -6.51808 3.41729 0.083
H -2.68829 -6.05817 2.45501 0.086
H -4.25478 -6.60696 1.70692 0.089
H -5.06167 -1.35811 -0.30468 0.070
H -3.51304 -1.67293 0.02819 0.030
C 6.27982 3.77455 -1.44759 -0.090
C 5.32689 3.87104 -0.27845 -0.403
C 4.09677 2.82430 -0.36182 -0.175
O 3.02504 3.26855 0.44076 -0.217
C 1.99605 2.26818 0.39903 -0.082
N 6.10171 3.61169 0.90658 0.053
H 6.72794 2.79701 -1.62569 0.068
H 7.17011 4.40080 -1.50506 0.075
H 5.79577 4.00818 -2.39586 0.075
H 4.85257 4.84257 -0.41719 0.137
H 4.41819 1.83894 -0.02439 0.101
H 3.83900 2.85324 -1.42050 0.117
H 1.64127 1.95587 -0.58316 0.071
H 1.15910 2.72569 0.92657 0.080
H 2.20911 1.32191 0.89631 0.071
H 6.89034 4.24037 0.96064 0.078
H 5.55291 3.95015 1.68398 0.032
C -0.99885 4.01069 3.04986 -0.076
C -2.39401 3.82166 3.49210 -0.475
C -2.51810 3.78130 5.03125 -0.100
O -3.94029 3.42024 5.42838 -0.263
C -4.25908 3.50363 6.81189 -0.106
N -3.10980 4.94989 3.00761 0.050
H -0.51580 4.97399 3.21357 0.093
H -0.87617 3.67829 2.01906 0.076
H -0.37248 3.32943 3.62574 0.067
H -2.85858 2.92371 3.08475 0.128
H -2.23372 4.72465 5.49742 0.122
H -1.82983 3.05301 5.46017 0.115
H -5.32976 3.44061 7.00628 0.083
H -4.00628 4.52427 7.09909 0.082
H -3.60618 2.88329 7.42589 0.088
H -2.90688 5.66684 3.68946 0.076
H -4.10179 4.77243 3.07504 0.028
C -0.38745 -2.57667 -0.76795 -0.036
C -0.28052 -1.09058 -0.43705 -0.430
C -0.62857 -0.67723 0.95327 -0.233
O -1.92620 -1.08588 1.19133 -0.204
C -2.35708 -0.81698 2.56346 -0.041
N 1.03398 -0.74130 -0.89568 0.068
H -1.41501 -2.93926 -0.74049 0.066
H 0.21118 -3.11955 -0.03649 0.078
H -0.00363 -2.84756 -1.75151 0.047
H -1.03287 -0.58945 -1.04610 0.130
H -0.54051 0.40921 0.95457 0.128
H 0.14706 -1.06425 1.61412 0.127
H -1.97174 -1.57625 3.24398 0.097
H -3.44600 -0.86045 2.54203 0.066
H -2.07729 0.17785 2.91008 0.080
H 1.11091 -1.00393 -1.86790 0.052
H 1.66217 -1.39822 -0.45530 0.031
C 1.90564 0.15695 -7.76310 -0.062
C 0.43199 0.57225 -7.54092 -0.418
C -0.01821 0.60368 -6.08544 -0.228
O 0.84901 1.45467 -5.37731 -0.180
C 0.42463 1.60120 -4.01704 -0.066
N 0.27479 1.84258 -8.22641 0.034
H 2.62246 0.72475 -7.16991 0.075
H 2.21251 0.27745 -8.80205 0.078
H 2.11369 -0.87199 -7.46965 0.047
H -0.15023 -0.10342 -8.16749 0.131
H -0.00206 -0.39606 -5.65145 0.113
H -1.07812 0.85786 -6.09490 0.103
H -0.59163 1.99505 -4.03125 0.085
H 1.13977 2.19427 -3.44702 0.088
H 0.34204 0.60722 -3.57740 0.065
H 1.05397 2.43827 -7.98531 0.070
H -0.56029 2.29659 -7.88491 0.068
C -4.76882 -0.07889 5.85626 -0.156
O -5.84947 -0.92205 5.52785 -0.119
H -5.13403 0.84167 6.31153 0.057
H -3.98927 -0.47339 6.50800 0.086
H -4.43923 0.11017 4.83463 0.060
H -5.47969 -1.79327 5.36706 0.076
```

Output
ΔE to the lowest compared entry with this formula, charge and spin in kcal per mole: 71.1
Structure (SMILES): COC[C@H](C)N.COC[C@H](C)N.COC[C@H](C)N.COC[C@H](C)N.COC[C@H](C)N.COC[C@H](C)N.COC[C@H](C)N.COC[C@H](C)N.COC[C@H](C)N.COC[C@H](C)N.COC[C@H](C)N.CO
E in Eh: -3294.3379
HOMO energy in Eh: -0.3222
Frontier orbital gap in eV: 9.23



Density functional theory data (the ωB97M-V functional and the def2-TZVPD basis) for C45H26Cl5F19GaN3OSSb as an isolated structure in a non-equilibrium geometry.

Structure (XYZ):
```
102
Properties=species:S:1:pos:R:3:lowdin_charge:R:1
Ga 0.70496 0.84080 -0.14776 0.425
C 3.79211 0.64247 0.73616 -0.094
N 2.58461 1.42830 1.09680 -0.234
C 2.13544 1.00891 2.42919 -0.243
C 0.73177 1.50733 2.74228 -0.208
N -0.14115 1.49012 1.56733 -0.028
C -1.36684 2.07862 1.71185 -0.194
C -2.24833 2.16320 0.61381 -0.203
F -1.81176 1.66804 -0.54823 0.054
C -3.49804 2.73050 0.63590 -0.155
F -4.24372 2.75470 -0.46687 0.131
C -3.98260 3.28703 1.80541 -0.160
F -5.18926 3.86601 1.85003 0.108
C -3.17942 3.22678 2.91858 -0.169
F -3.61578 3.74947 4.07212 0.109
C -1.92863 2.62895 2.88638 -0.139
F -1.29187 2.60454 4.08080 0.066
C 2.94808 2.87166 1.17745 -0.154
C 3.02514 3.67387 -0.11740 -0.261
N 3.79451 2.99088 -1.12011 0.023
C 4.15574 3.63170 -2.22109 -0.226
C 5.04719 2.97803 -3.12948 -0.168
F 5.50345 1.75500 -2.78991 0.063
C 5.47711 3.51401 -4.31714 -0.174
F 6.31449 2.81975 -5.10587 0.090
C 5.06600 4.77654 -4.71666 -0.180
F 5.48346 5.30775 -5.88851 0.068
C 4.21192 5.46731 -3.88185 -0.181
F 3.79506 6.69181 -4.24754 0.087
C 3.77356 4.92436 -2.69117 -0.153
F 2.89359 5.67420 -1.97326 0.035
H 4.54713 0.74832 1.52521 0.095
H 3.53911 -0.41137 0.62908 0.033
H 4.18271 1.03825 -0.19935 0.062
H 2.15627 -0.07324 2.45157 0.037
H 2.82553 1.37432 3.19990 0.134
H 0.32948 0.87746 3.54409 0.117
H 0.79786 2.52289 3.13303 0.111
H 2.20358 3.35383 1.81411 0.114
H 3.91841 2.93471 1.68727 0.124
H 1.99853 3.90175 -0.43296 0.031
H 3.47468 4.63616 0.16698 0.120
S 1.12923 -1.40226 0.60778 0.380
Sb -0.82096 -2.62504 0.86324 1.466
C -0.46838 -4.59071 0.12080 -0.335
C -1.46841 -5.53467 -0.07027 -0.122
C -1.11982 -6.84553 -0.37038 -0.077
C 0.21611 -7.20828 -0.46002 -0.082
C 1.21017 -6.25978 -0.26044 -0.072
C 0.87107 -4.94580 0.02763 -0.118
C -0.41273 -3.19841 2.89931 -0.335
C 0.44624 -2.48027 3.72282 -0.129
C 0.58307 -2.81861 5.06475 -0.083
C -0.13795 -3.88027 5.59091 -0.095
C -0.99103 -4.61092 4.77380 -0.089
C -1.12940 -4.26709 3.43714 -0.120
C -2.77383 -2.01198 1.43439 -0.316
C -2.78444 -0.85876 2.20860 -0.105
C -3.98866 -0.38085 2.70046 -0.055
C -5.16708 -1.06637 2.43305 -0.067
C -5.14000 -2.23299 1.68356 -0.075
C -3.93954 -2.71414 1.17574 -0.113
H -2.51287 -5.26338 0.00077 0.087
H -1.89646 -7.58103 -0.54061 0.105
H 0.48244 -8.23216 -0.69181 0.102
H 2.25376 -6.53993 -0.33141 0.106
H 1.64042 -4.19532 0.16777 0.075
H 1.01503 -1.65839 3.30767 0.043
H 1.24871 -2.24751 5.70073 0.102
H -0.03655 -4.13680 6.63861 0.099
H -1.55286 -5.44308 5.18083 0.100
H -1.80130 -4.84061 2.80413 0.094
H -1.86193 -0.32193 2.40631 0.093
H -4.00509 0.53150 3.28402 0.106
H -6.10992 -0.68252 2.80248 0.106
H -6.05777 -2.76811 1.47254 0.106
H -3.93672 -3.61027 0.57147 0.088
Cl 2.24136 -0.26249 -2.28404 0.782
C 1.59668 1.24961 -2.78089 -0.695
C 0.91414 1.96552 -1.79958 -0.243
C 0.45517 3.22889 -2.13831 -0.668
Cl -0.31267 4.22715 -0.95396 0.791
C 0.64216 3.74322 -3.42239 -0.695
Cl 0.12547 5.33767 -3.80212 0.709
C 1.25527 2.96568 -4.40246 -0.694
Cl 1.42477 3.56654 -6.00240 0.709
C 1.74260 1.70144 -4.08032 -0.707
Cl 2.47450 0.70779 -5.27528 0.716
F -2.53696 -2.96673 -3.84888 0.168
C -2.02420 -2.64646 -2.65792 -0.539
F -0.77960 -3.13186 -2.62198 0.155
F -2.73385 -3.34281 -1.72802 0.106
C -2.02044 -1.12004 -2.29510 -0.295
O -1.20410 -0.92471 -1.21899 -0.267
C -3.52758 -0.64359 -2.05187 -0.514
F -3.83471 0.49481 -2.68509 0.161
F -3.75860 -0.44040 -0.75884 0.164
F -4.43028 -1.56372 -2.47349 0.137
C -1.52038 -0.38467 -3.58346 -0.539
F -2.38004 -0.52950 -4.61593 0.152
F -1.36286 0.92053 -3.37470 0.178
F -0.34246 -0.88527 -3.98053 0.146
```

Output
ΔE to the lowest compared entry with this formula, charge and spin in kcal per mole: 36.9
Net charge: -1
E in Eh: -8731.6024
HOMO energy in Eh: -0.1324
Frontier orbital gap in eV: 5.04